No. 1
A structure of composition C19H23AlClN5O2S3Sb. Source: the Open Molecules 2025 dataset; level of theory: ωB97M-V with the def2-TZVPD basis set.

```
55
Properties=species:S:1:pos:R:3
Al -0.42749 0.74342 -0.92248
S -1.15479 5.15672 -5.87788
Sb -2.50829 3.45562 -5.13148
S -2.14439 3.28752 -2.60648
S -1.62139 1.27842 -2.75698
C -0.28379 -2.45288 -1.69778
N 0.26781 -1.21548 -2.28408
C -0.17979 -1.15618 -3.68608
N 0.21651 -2.31548 -4.46938
C -0.34019 -3.49938 -3.81988
N 0.10911 -3.63338 -2.44798
C 1.56971 -3.70528 -2.43738
N 2.16341 -2.52468 -3.06158
C 1.74071 -1.36668 -2.29488
C 1.67381 -2.41068 -4.42058
H -1.37629 -2.37428 -1.67748
H 0.08971 -2.57318 -0.67988
H 0.23691 -0.26278 -4.15728
H -1.27099 -1.08678 -3.70638
H -0.03359 -4.38638 -4.38468
H -1.43309 -3.42178 -3.83628
H 1.88541 -4.59648 -2.98818
H 1.91191 -3.76238 -1.39928
H 2.18121 -0.45948 -2.72488
H 2.10091 -1.51178 -1.27558
H 1.98961 -3.29118 -4.99128
H 2.09571 -1.51218 -4.88488
Cl 2.30601 -3.16538 0.75392
C 0.82591 -0.04568 0.46982
H 0.85281 -1.13788 0.51432
H 1.83821 0.25972 0.16682
C 0.64391 0.38422 1.81892
C 0.55061 0.66042 2.99322
C 0.53301 0.77262 4.39642
C -0.67189 0.78862 5.10662
C -0.66359 0.78132 6.48702
C 0.53401 0.76992 7.18642
C 1.73421 0.77132 6.48902
C 1.73881 0.78102 5.10942
H -1.60509 0.78492 4.55952
H -1.59999 0.76892 7.03092
H 0.53381 0.75442 8.27012
H 2.67151 0.74332 7.03162
H 2.67041 0.76462 4.56152
O 0.16341 2.57362 -0.48428
C -0.85499 2.69502 0.23432
C -1.26239 3.92672 0.98862
C -2.52829 3.46312 1.69822
C -2.74419 2.02232 1.19882
O -3.68979 1.32562 1.48792
N -1.70239 1.68332 0.38242
H -1.43849 4.73272 0.27512
H -0.46299 4.23072 1.66392
H -3.40829 4.05442 1.44582
H -2.42269 3.45292 2.78432
```

Results
energy relative to the best compared isomer or geometry (same formula, charge and spin) = 0.0000 eV
2S+1 = 2
charge = -2

Here are the Mulliken charges for atoms 1 to 6, given in e: Al 0.849; S -0.758; Sb 0.110; S -0.270; S -0.270; C -0.772

No. 2
A cluster of 2 separate species, C5H11O3 in total. Source: the Open Molecules 2025 dataset; level of theory: ωB97M-V with the def2-TZVPD basis set.

```
19
Properties=species:S:1:pos:R:3
C -0.99255 0.26348 -1.91462
C -0.23898 1.58151 -1.79213
C 0.01791 -1.07552 -2.08591
O -1.67495 -0.05841 -0.75451
H -1.71877 0.33236 -2.70016
H 0.57513 1.40431 -1.10910
H 1.06728 -0.78228 -2.08329
H -0.13429 -1.64050 -1.16016
H -0.19836 -1.71467 -2.89210
H -1.27256 -0.38749 0.09530
H -0.92268 2.37760 -1.44233
H 0.34619 1.88214 -2.71476
C 0.12196 1.02092 1.91489
C 0.84834 -0.38626 1.75238
O 0.14828 -1.26853 1.14333
O 1.98174 -0.39719 2.18974
H 0.94500 1.71318 2.08123
H -0.39091 1.08377 2.88093
H -0.47662 1.09998 1.16833
```

Results
energy relative to the best compared isomer or geometry (same formula, charge and spin) = 1.6963 eV
charge = -1

Here are the Mulliken charges for atoms 1 to 6, given in e: C 0.501; C -1.307; C -1.089; O -0.655; H 0.324; H 0.322

No. 3
A cluster of 3 separate species, C6H21N2O2 in total. Source: the Open Molecules 2025 dataset; level of theory: ωB97M-V with the def2-TZVPD basis set.

```
31
Properties=species:S:1:pos:R:3
C 0.02808 -0.23141 -1.94759
N -1.03572 -0.12579 -0.89155
C -1.97891 1.00798 -0.85283
C -2.37523 1.43800 0.55699
C -3.06988 0.81694 -1.82983
C 1.20574 0.27733 -1.24706
N 1.50971 -0.41471 0.01992
C 2.46422 -1.60165 -0.17036
H 0.14731 -1.22182 -2.48994
H -0.25674 0.41239 -2.81755
H -1.49010 -1.02581 -0.66288
H -1.37748 1.87870 -1.22160
H -3.44766 1.62886 0.63635
H -2.21438 0.71412 1.38407
H -1.79227 2.38762 0.67566
H -4.14395 0.79219 -1.35446
H -2.88707 1.49737 -2.77313
H -2.94219 -0.06573 -2.56735
H 2.03950 0.23656 -2.11310
H 1.17662 1.48274 -1.00416
H 1.81094 0.29476 0.79265
H 0.66330 -0.88047 0.36482
H 1.82865 -2.47673 -0.47783
H 2.81752 -1.78133 0.78685
H 3.35293 -1.39019 -0.80235
H -0.27996 -2.26962 2.90229
H 0.93604 -1.72112 3.38039
O 0.57167 -2.06910 2.57930
H 2.74204 1.69508 2.61410
H 1.30426 1.18125 3.03218
O 2.05966 1.09055 2.51576
```

Results
energy relative to the best compared isomer or geometry (same formula, charge and spin) = 2.5307 eV
charge = +1

Here are the Mulliken charges for atoms 1 to 6, given in e: C -0.836; N -0.246; C 0.363; C -1.158; C -1.164; C -0.362

No. 4
A structure of composition C16H32Cl2FHfO15. Source: the Open Molecules 2025 dataset; level of theory: ωB97M-V with the def2-TZVPD basis set.

```
67
Properties=species:S:1:pos:R:3
Hf 2.02789 0.90015 1.11875
F -0.08200 1.70689 0.62356
C -0.98318 -1.67156 -7.02450
O -0.68828 -0.69315 -6.04413
C -1.24067 -0.75895 -4.80587
O -1.95099 -1.65750 -4.29827
O -0.83538 0.36651 -4.11778
C -1.18854 0.55324 -2.76150
H -0.64503 -1.46594 -8.04011
H -2.06362 -1.80812 -7.07046
H -0.66571 -2.60045 -6.55070
H -1.94736 1.33500 -2.72765
H -0.35356 0.96278 -2.19300
H -1.60718 -0.32942 -2.27802
C 4.12044 0.42754 -4.35084
O 3.66423 0.22641 -3.00099
C 2.78786 0.99806 -2.40457
O 2.35717 0.80001 -1.24996
O 2.44275 2.07704 -3.21492
C 1.52239 3.00872 -2.70302
H 4.46695 -0.51345 -4.77813
H 4.88913 1.19491 -4.44224
H 3.27772 0.60327 -5.01945
H 1.88234 4.02629 -2.55108
H 0.88500 2.70543 -1.87245
H 0.69472 3.12901 -3.40203
C 0.62107 -2.87731 3.39694
O -0.34697 -1.96850 3.75053
C -0.28372 -0.69874 3.39458
O 0.69250 -0.21467 2.74082
O -1.29727 -0.04235 3.84224
C -2.27160 -0.55543 4.67702
H 1.65849 -2.54324 3.41334
H 0.46303 -3.32756 2.41694
H 0.62446 -3.65518 4.16049
H -2.65866 -1.53432 4.39407
H -3.16620 0.06165 4.59334
H -1.82114 -0.63626 5.66629
C -1.88606 -3.04881 0.91670
O -1.19663 -1.85996 0.62224
C -0.04145 -1.83441 -0.10543
O 0.75130 -0.93624 -0.02467
O -0.07236 -2.86286 -0.94639
C 1.04645 -3.15181 -1.84916
H -1.32477 -3.98260 0.88353
H -2.77446 -3.05288 0.28517
H -2.27960 -3.03467 1.93307
H 1.98956 -3.19386 -1.30431
H 1.19632 -2.41340 -2.63680
H 0.83678 -4.12172 -2.30018
C 1.93722 1.81997 5.76035
O 0.88568 2.64133 5.24288
C 0.73579 2.81393 3.96204
O 1.46711 2.44362 3.00454
O -0.33960 3.54897 3.78314
C -0.92281 3.99964 2.54231
H 2.90658 2.03434 5.31037
H 1.70149 0.75794 5.82832
H 2.07153 1.94643 6.83463
H -0.14176 4.20264 1.80962
H -1.46128 4.92275 2.75682
H -1.57218 3.21173 2.16071
C -3.13399 0.65599 0.84857
Cl -3.70255 2.25857 0.14274
Cl -4.44456 -0.03789 1.80399
H -2.98022 -0.00165 -0.00699
H -2.23243 0.74438 1.45477
```

Results
energy relative to the best compared isomer or geometry (same formula, charge and spin) = 0.0000 eV
charge = +3

Here are the Mulliken charges for atoms 1 to 6, given in e: Hf 1.940; F -0.397; C -0.605; O -0.297; C 0.738; O -0.573

No. 5
The molecule C2H4O4. Source: the Open Molecules 2025 dataset; level of theory: ωB97M-V with the def2-TZVPD basis set.

```
10
Properties=species:S:1:pos:R:3
C 0.16708 -0.66159 1.32393
C -0.15750 -0.31628 0.06314
O 0.96373 0.60170 -0.60242
O 0.30986 1.60286 -1.36830
O -1.33226 -0.45098 -0.60733
O -1.22525 -1.17485 -1.78742
H -0.68534 -1.14294 1.79790
H 0.84696 -0.15206 1.96227
H 0.29745 2.24960 -0.70382
H -1.28035 -0.59614 -2.58030
```

Results
energy relative to the best compared isomer or geometry (same formula, charge and spin) = 8.1543 eV

Here are the Mulliken charges for atoms 1 to 6, given in e: C -0.684; C 0.530; O -0.249; O -0.335; O -0.169; O -0.336

No. 6
A cluster of 3 separate species, C28H61F9NO8P2S in total. Source: the Open Molecules 2025 dataset; level of theory: ωB97M-V with the def2-TZVPD basis set.

```
110
Properties=species:S:1:pos:R:3
C -0.72706 6.33237 2.65718
C -0.73544 4.86338 3.14553
P 0.50066 3.94702 2.08216
C 0.02060 4.30608 0.32286
C 1.13959 5.09859 -0.42047
P 0.15372 1.80320 2.42063
C -0.84714 1.52773 3.92887
C -0.09243 1.91526 5.21712
C -1.03574 1.87800 6.47410
N -2.10901 0.89079 6.41325
C 1.77551 0.98375 2.64165
C 1.98694 -0.24911 1.73599
C 2.43592 -1.45512 2.60919
C 3.40667 -2.39793 1.89384
C 2.77683 -3.29904 0.84329
F 1.64237 -2.81103 0.35371
F 3.63115 -3.24749 -0.22677
C 2.69093 -4.81397 1.18595
F 3.91531 -5.22618 1.39929
F 2.27366 -5.47263 0.14126
S 1.65419 -5.31558 2.67422
F 2.47490 -6.65342 2.78803
F 0.63794 -6.07311 1.74280
F 0.76518 -4.01623 2.57124
F 2.66526 -4.64329 3.67062
F 0.78780 -5.75997 3.90014
O -0.57569 1.23849 1.09618
C -1.80694 0.50591 1.27630
C -2.18542 -0.13712 -0.11216
C -3.56991 0.28763 -0.54719
O -1.20802 0.19523 -1.07923
H -0.97879 6.98460 3.48291
H -1.45007 6.44730 1.85974
H 0.27334 6.55862 2.29497
H -1.71224 4.39961 3.02349
H -0.37051 4.78525 4.16298
H -0.92635 4.83556 0.27976
H -0.15006 3.37958 -0.22256
H 1.95970 5.29813 0.26376
H 0.70857 6.02098 -0.78638
H 1.52754 4.49686 -1.23467
H -1.03738 0.45665 3.97089
H -1.79359 2.05301 3.81287
H 0.34046 2.90640 5.09019
H 0.66312 1.15742 5.40285
H -1.47056 2.85868 6.63706
H -0.40393 1.57007 7.30102
H -2.83804 1.20721 5.78724
H -1.77417 -0.02996 6.16153
H 1.84373 0.74940 3.70078
H 2.53206 1.74715 2.47148
H 1.04334 -0.55048 1.29337
H 2.72339 -0.04465 0.96835
H 3.00150 -1.01907 3.43355
H 1.57774 -1.94260 3.06474
H 4.12197 -1.76300 1.37911
H 4.00614 -2.94820 2.60949
H -1.66739 -0.31832 1.97220
H -2.62446 1.15693 1.58036
H -2.16925 -1.22180 0.01521
H -3.52634 1.33225 -0.85857
H -4.27785 0.15676 0.26875
H -3.89785 -0.30746 -1.39338
H -0.80117 -0.61873 -1.40038
C -9.20813 5.30039 -1.34527
O -8.11025 5.20081 -2.22667
C -7.88750 6.41090 -2.93437
C -6.50979 6.41335 -3.55961
O -5.47471 6.76774 -2.64668
C -5.08651 5.76856 -1.71841
C -4.23379 4.67577 -2.33052
O -5.04487 3.71429 -2.98071
C -4.29556 2.89485 -3.85106
H -10.12561 5.55026 -1.88870
H -9.33628 4.33396 -0.86113
H -9.01686 6.05561 -0.57422
H -7.98206 7.26727 -2.25601
H -8.64513 6.48985 -3.72536
H -6.49251 7.19210 -4.32457
H -6.29461 5.46466 -4.05353
H -5.95152 5.35340 -1.19681
H -4.47602 6.29173 -0.97709
H -3.67045 4.16402 -1.53331
H -3.52795 5.12000 -3.04282
H -3.85364 3.48920 -4.65799
H -4.97044 2.16196 -4.28925
H -3.50677 2.36701 -3.30062
C 3.82143 -3.95048 -3.11321
O 4.79863 -4.95781 -2.94573
C 4.49199 -5.81354 -1.85961
C 5.27850 -7.10416 -1.94501
O 4.70604 -8.05674 -2.83035
C 4.89214 -7.81577 -4.22058
C 6.29014 -8.13501 -4.70524
O 7.17077 -7.05808 -4.42667
C 8.52406 -7.44332 -4.52944
H 3.70410 -3.35255 -2.20994
H 4.14966 -3.30941 -3.93005
H 2.85600 -4.39566 -3.38572
H 3.42096 -6.04154 -1.85709
H 4.75489 -5.28869 -0.93657
H 5.24830 -7.57732 -0.96012
H 6.32657 -6.91725 -2.18654
H 4.60067 -6.79852 -4.48851
H 4.20163 -8.49743 -4.72179
H 6.27110 -8.28889 -5.79293
H 6.64527 -9.05052 -4.21726
H 8.76619 -8.21039 -3.78524
H 9.13688 -6.56477 -4.33538
H 8.75015 -7.81622 -5.53456
```

Results
electronic energy = -3739.39631 Ha
charge = +1

Here are the Mulliken charges for atoms 1 to 6, given in e: C -1.247; C -0.433; P -0.478; C -0.058; C -1.279; P 0.773

No. 7
The molecule C18H17ClN4O5. Source: the Open Molecules 2025 dataset; level of theory: ωB97M-V with the def2-TZVPD basis set.

```
45
Properties=species:S:1:pos:R:3
C -0.92758 -1.26918 -0.80068
C -0.63798 -1.27565 0.70608
C 0.54286 -2.15613 1.05773
C 1.77775 -1.91986 0.46392
C 2.87128 -2.70565 0.77482
C 2.73143 -3.73983 1.68672
Cl 4.09116 -4.73348 2.07029
C 1.51220 -3.97946 2.29829
C 0.42520 -3.18312 1.98522
N -1.83357 -1.60630 1.44518
C -2.34830 -0.55185 2.11633
O -3.37537 -0.48414 2.73208
N -1.40317 0.48734 2.00246
C -1.69843 1.77004 2.60148
C -0.78087 2.90362 2.18720
O -0.13927 3.53099 2.99126
N -0.75236 3.27589 0.86185
C -1.28661 2.64022 -0.26019
O -2.16321 1.80956 -0.21454
N -0.75750 3.11369 -1.41870
C -0.99923 2.43755 -2.67287
C 0.18079 1.60979 -3.07848
C 1.21817 1.10895 -2.34759
C 2.03923 0.40565 -3.26641
C 1.44140 0.53711 -4.47921
O 0.31605 1.26810 -4.37696
C -0.37480 0.16109 1.18565
O 0.56682 0.85582 0.88582
H -0.06475 -0.91565 -1.35564
H -1.17408 -2.27626 -1.13031
H -1.76589 -0.60444 -0.99979
H 1.89437 -1.10391 -0.23003
H 3.82838 -2.51739 0.31488
H 1.41419 -4.77882 3.01565
H -0.51861 -3.36401 2.47563
H -2.40170 -2.40435 1.21498
H -2.72945 2.02620 2.32859
H -1.63293 1.67903 3.69142
H -0.08263 4.01856 0.69471
H 0.07888 3.67579 -1.37976
H -1.88455 1.80880 -2.52825
H -1.21953 3.17081 -3.45595
H 1.37292 1.21797 -1.29256
H 2.94651 -0.11845 -3.04708
H 1.70278 0.17535 -5.45324
```

Results
electronic energy = -1751.64225 Ha

Here are the Mulliken charges for atoms 1 to 6, given in e: C -1.466; C 2.381; C -0.625; C 0.035; C -1.092; C 0.397

No. 8
A cluster of 2 separate species, C5H12N3 in total. Source: the Open Molecules 2025 dataset; level of theory: ωB97M-V with the def2-TZVPD basis set.

```
20
Properties=species:S:1:pos:R:3
C -2.28154 -0.56555 -0.12344
C -1.68047 0.75458 -0.63304
C -0.56229 1.32234 0.21553
C 0.41861 0.35051 0.78997
C 1.34520 -0.13335 -0.27930
N 3.53881 0.89410 -0.21533
N 2.56271 0.41801 -0.30592
N 1.86194 -2.00356 0.31324
H -2.69792 -0.43433 1.02290
H -2.98840 -0.79503 -0.75461
H -1.50224 -1.33448 0.00654
H -2.38889 1.53547 -0.77415
H -1.47061 0.56354 -1.74203
H 0.06459 1.99564 -0.48264
H -0.69724 1.86897 1.20495
H -0.09388 -0.55743 1.17989
H 1.04902 0.70355 1.70020
H 0.85417 -0.43241 -1.12473
H 1.84635 -2.30119 -0.61128
H 2.82208 -1.84938 0.61325
```

Results
energy relative to the best compared isomer or geometry (same formula, charge and spin) = 6.3895 eV
charge = +1

Here are the Mulliken charges for atoms 1 to 6, given in e: C -1.224; C -0.410; C -0.448; C -0.807; C -0.358; N -0.310